{"formula": "C43H51IN5P2RbS2Si", "method": "ωB97M-V/def2-TZVPD", "symbols": ["I", "Rb", "S", "S", "P", "P", "Si", "N", "N", "N", "N", "N", "C", "C", "C", "C", "C", "C", "C", "C", "C", "C", "C", "C", "C", "C", "C", "C", "C", "C", "C", "C", "C", "C", "C", "C", "C", "C", "C", "C", "C", "C", "C", "C", "C", "C", "C", "C", "C", "C", "C", "C", "C", "C", "C", "H", "H", "H", "H", "H", "H", "H", "H", "H", "H", "H", "H", "H", "H", "H", "H", "H", "H", "H", "H", "H", "H", "H", "H", "H", "H", "H", "H", "H", "H", "H", "H", "H", "H", "H", "H", "H", "H", "H", "H", "H", "H", "H", "H", "H", "H", "H", "H", "H", "H", "H"], "positions_angstrom": [[2.19, -3.14, -5.43], [-0.48, -0.34, -0.05], [-0.10, 2.48, 1.71], [-3.04, -2.10, -0.86], [0.48, -1.74, 2.96], [1.67, -3.07, 0.62], [-6.31, -2.35, -0.95], [-0.15, -0.28, -3.24], [-3.35, 0.41, -0.01], [2.36, 0.85, 0.17], [1.39, -3.03, 2.30], [0.43, 2.25, -1.42], [2.56, 1.41, 1.49], [-5.45, 1.52, 0.31], [3.29, -5.12, -0.46], [0.37, -4.17, -0.07], [-1.07, -4.71, -1.93], [3.12, -4.21, 0.58], [-5.96, -2.88, -2.71], [5.25, -4.89, 1.49], [4.43, -5.91, -0.52], [-2.28, -1.65, 2.76], [3.06, -1.69, 6.13], [-0.72, -2.49, -4.83], [-6.12, 0.36, -0.09], [-1.22, -5.97, 0.11], [-1.43, -3.71, 3.66], [-3.99, -0.72, -0.41], [0.30, -1.66, 5.79], [4.11, -4.09, 1.55], [-0.63, 3.14, -1.04], [2.51, -1.76, 4.85], [2.79, 1.64, -0.98], [-3.79, -3.44, 3.27], [-1.65, -5.72, -1.19], [0.84, -0.97, -3.82], [1.79, 2.73, -1.39], [-0.21, -5.20, 0.66], [-5.41, -0.78, -0.45], [1.13, -1.75, 4.67], [-2.72, -4.22, 3.70], [0.85, -1.59, 7.06], [2.23, -1.60, 7.23], [-0.49, 3.68, 0.39], [-1.40, -0.68, -3.43], [-3.57, -2.15, 2.81], [-1.20, -2.42, 3.18], [-4.08, 1.48, 0.33], [0.59, -2.08, -4.61], [-1.73, -1.77, -4.22], [-0.07, -3.93, -1.37], [5.41, -5.80, 0.45], [-8.16, -1.97, -0.88], [1.71, 2.63, 1.86], [-6.02, -3.74, 0.27], [-4.96, -3.96, 0.36], [-2.11, -0.65, 2.38], [-1.68, -6.75, 0.70], [-0.60, -4.33, 4.00], [0.36, -3.11, -1.94], [6.30, -6.42, 0.41], [-6.61, -3.71, -2.98], [-1.57, 2.59, -1.12], [-2.77, -2.07, -4.32], [-3.51, 2.35, 0.65], [2.89, 0.94, -1.82], [-8.44, -1.17, -1.57], [2.65, -1.55, 8.23], [-5.99, 2.41, 0.60], [1.85, 3.56, -0.69], [-0.94, -3.35, -5.45], [-2.45, -6.32, -1.61], [-4.92, -3.19, -2.81], [1.47, -3.90, 2.83], [-6.15, -2.05, -3.40], [0.11, -5.39, 1.68], [-6.40, -3.46, 1.25], [-0.72, 4.03, -1.69], [0.25, 4.48, 0.45], [-1.44, 4.14, 0.68], [-8.72, -2.86, -1.15], [0.20, -1.52, 7.92], [4.55, -6.61, -1.33], [3.17, -1.81, 3.99], [3.77, 2.11, -0.84], [-0.77, -1.66, 5.66], [0.21, 1.70, -2.24], [2.33, 0.61, 2.20], [1.85, -0.63, -3.64], [-4.40, -1.55, 2.44], [-2.18, -0.12, -2.92], [6.01, -4.80, 2.25], [-8.47, -1.67, 0.13], [1.90, 2.84, 2.92], [3.61, 1.71, 1.66], [-2.89, -5.22, 4.07], [4.00, -3.39, 2.36], [-4.79, -3.85, 3.29], [-7.20, 0.35, -0.11], [2.52, -5.22, -1.22], [2.79, -0.06, 0.13], [4.14, -1.70, 6.25], [2.02, 3.52, 1.31], [-1.42, -4.51, -2.93], [-6.55, -4.64, -0.05], [2.13, 3.15, -2.36]], "homo_energy_ev": -6.50, "e_tot_ev": -109754.47983, "relative_energy_kcal_mol": 4.24, "max_force_ha_per_bohr": 0.004, "homo_lumo_gap_ha": 0.244}

---

{"formula": "C43H52BF5N10S4W", "method": "ωB97M-V/def2-TZVPD", "symbols": ["W", "S", "S", "S", "S", "F", "F", "F", "F", "F", "N", "N", "N", "N", "N", "N", "N", "N", "N", "N", "C", "C", "C", "C", "C", "C", "C", "C", "C", "C", "C", "C", "C", "C", "C", "C", "C", "C", "C", "C", "C", "C", "C", "C", "C", "C", "C", "C", "C", "C", "C", "C", "C", "C", "C", "C", "C", "C", "C", "C", "C", "C", "C", "B", "H", "H", "H", "H", "H", "H", "H", "H", "H", "H", "H", "H", "H", "H", "H", "H", "H", "H", "H", "H", "H", "H", "H", "H", "H", "H", "H", "H", "H", "H", "H", "H", "H", "H", "H", "H", "H", "H", "H", "H", "H", "H", "H", "H", "H", "H", "H", "H", "H", "H", "H", "H"], "positions_angstrom": [[0.27, 0.26, 0.05], [-0.66, 1.08, -2.02], [2.41, 0.18, 1.20], [0.18, -2.15, 1.25], [1.75, -1.04, -1.43], [2.83, 4.79, -1.03], [2.17, 2.18, -1.19], [1.41, 6.43, 0.63], [-1.29, 2.88, 1.95], [-0.63, 5.42, 2.09], [2.80, 0.84, 3.73], [-1.65, 0.18, 0.11], [-0.29, -3.58, -0.98], [-2.15, -1.94, -1.46], [-2.94, -2.40, -0.47], [-0.27, 0.40, 2.15], [-0.17, -1.98, -3.00], [-0.30, -4.65, -1.81], [-0.87, -2.30, -4.09], [0.61, 0.66, 3.17], [-2.39, 0.05, 1.30], [-4.88, -4.02, -1.60], [1.36, -7.69, -2.16], [-5.32, -2.92, -0.63], [-4.57, 0.40, -1.02], [4.78, -0.66, 3.79], [0.89, -1.31, -5.33], [-1.38, -1.10, -7.33], [1.86, 0.59, 2.82], [-0.02, -7.02, -2.20], [-3.43, 2.79, -0.79], [0.48, 2.40, 0.41], [1.58, -0.96, -4.21], [-5.43, -3.47, 0.79], [1.12, 5.15, 0.55], [0.75, -4.93, 2.35], [-2.20, 0.51, -1.23], [-1.52, 0.26, 2.46], [-0.27, -3.36, -7.31], [0.00, -5.81, -1.30], [-0.35, -1.98, -5.26], [0.08, 4.63, 1.30], [-1.13, -2.37, -6.50], [1.84, 4.31, -0.29], [-0.35, -6.63, -3.64], [-4.27, -1.80, -0.65], [-2.69, -0.73, -2.05], [0.98, -1.32, -2.98], [-2.46, -3.02, -6.15], [1.49, 2.98, -0.33], [-6.69, -2.40, -1.10], [-4.18, -0.85, -1.86], [0.07, -3.56, 0.31], [-2.05, 0.32, 3.84], [-0.23, 3.27, 1.22], [4.25, 0.74, 3.55], [-3.69, -0.24, 1.40], [-1.09, -8.00, -1.68], [0.33, -5.92, 0.09], [-4.60, -0.54, 0.27], [2.88, -0.21, -4.24], [-3.42, 1.34, -1.10], [0.38, -4.84, 0.90], [-0.87, -2.44, -1.73], [-4.37, 3.08, -0.31], [-0.04, -4.52, 2.98], [-5.54, 0.85, -1.21], [1.62, -8.05, -1.16], [-5.95, -2.78, 1.46], [-1.32, -6.15, -3.71], [-4.74, -1.08, -2.76], [-1.11, -8.89, -2.31], [-6.69, -2.16, -2.16], [0.69, -2.92, -7.61], [-3.10, -2.33, -5.59], [-2.32, -3.92, -5.55], [2.83, 0.67, -3.59], [-1.97, -0.37, -6.77], [-3.32, 3.39, -1.70], [-7.44, -3.17, -0.94], [4.49, 1.09, 2.55], [4.70, 1.45, 4.24], [-0.80, -3.64, -8.21], [-4.66, -3.62, -2.59], [3.69, -0.84, -3.88], [1.29, -1.05, -6.31], [0.57, -6.90, 0.49], [5.87, -0.67, 3.73], [-2.38, -0.62, -3.09], [-1.24, 0.38, 4.56], [-4.44, -3.69, 1.21], [-0.07, -4.26, -6.73], [-3.99, -4.55, -1.23], [4.50, -1.02, 4.78], [0.92, -5.96, 2.63], [-1.94, -1.36, -8.23], [-7.02, -1.51, -0.55], [-0.36, -7.53, -4.26], [-4.10, -0.28, 2.40], [-2.61, 3.06, -0.13], [-2.65, -0.57, 4.05], [-2.08, -7.54, -1.71], [-2.98, -3.29, -7.07], [2.15, -7.01, -2.49], [2.45, 1.03, 4.66], [-2.69, 1.19, 3.94], [-5.68, -4.75, -1.71], [-0.88, -8.32, -0.66], [-6.00, -4.40, 0.78], [-5.61, -0.63, 0.64], [1.36, -8.56, -2.82], [-0.46, -0.62, -7.66], [3.11, 0.11, -5.25], [4.40, -1.37, 3.05], [1.65, -4.35, 2.55], [0.40, -5.95, -4.05]], "homo_energy_ev": [-12.65, -12.99], "spin_multiplicity": 3, "e_tot_ev": -119753.05753, "relative_energy_kcal_mol": 65.49, "max_force_ha_per_bohr": 0.012, "total_charge": 2, "homo_lumo_gap_ha": [0.209, 0.221]}

---

Number 1: molecular weight 1004.456 g mol⁻¹. Number 2: molecular weight 1126.869 g mol⁻¹.